Version 1
Computed, not measured: a 2-piece molecular cluster, H4O2 overall, with wB97M-V/def2-TZVPD.

structure (SMILES)	O.O
frontier orbital gap	12.100	eV
spin multiplicity	1
E_HOMO	-11.8	eV

XYZ file:
```
6
Properties=species:S:1:pos:R:3:nbo_charge:R:1
H 1.807 0.822 0.223 0.4610
H 1.571 -0.501 -0.099 0.4506
H -2.620 -0.154 0.382 0.4717
H -1.162 -0.440 -0.074 0.4608
O 2.337 0.085 -0.189 -0.9113
O -1.934 0.189 -0.244 -0.9327
```

---

Version 2
Computed, not measured: a 2-piece molecular cluster, H4O2 overall, with wB97M-V/def2-TZVPD.

structure (SMILES)	O.O
frontier orbital gap	12.464	eV
spin multiplicity	1
E_HOMO	-11.6	eV

XYZ file:
```
6
Properties=species:S:1:pos:R:3:nbo_charge:R:1
H -0.860 -0.407 0.466 0.4718
H -1.972 0.574 0.483 0.4642
H 2.366 0.190 -0.264 0.4816
H 0.818 0.641 -0.097 0.4850
O -1.534 -0.054 -0.121 -0.9337
O 1.490 -0.071 0.048 -0.9689
```

---

Version 3
Computed, not measured: a 2-piece molecular cluster, H4O2 overall, with wB97M-V/def2-TZVPD.

structure (SMILES)	O.O
frontier orbital gap	11.572	eV
spin multiplicity	1
E_HOMO	-11.0	eV

XYZ file:
```
6
Properties=species:S:1:pos:R:3:nbo_charge:R:1
H 1.033 -0.795 0.006 0.4727
H 1.273 0.637 0.312 0.4588
H -1.265 0.597 -0.671 0.4747
H -1.580 -0.008 0.667 0.4679
O 1.682 -0.167 -0.154 -0.9326
O -1.143 -0.265 -0.160 -0.9414
```

---

Out of the structures above, which one is the least stable? Solution: version 1.